{
  "formula": "C14H42O7S7",
  "method": "ωB97M-V/def2-TZVPD",
  "multiplicity": 1,
  "fmax_ev_per_a": 3.28,
  "e_lumo_ev": 0.22,
  "relative_energy_kcal_mol": 60.9,
  "species": ["H", "C", "H", "C", "C", "S", "H", "C", "S", "S", "S", "H", "H", "H", "H", "C", "C", "H", "C", "H", "H", "H", "O", "C", "H", "H", "H", "O", "O", "C", "S", "H", "C", "H", "H", "H", "H", "O", "H", "H", "H", "H", "O", "H", "H", "H", "C", "H", "H", "H", "S", "O", "C", "H", "H", "H", "C", "C", "H", "O", "H", "H", "H", "H", "S", "H", "H", "H", "H", "H"],
  "positions_angstrom": [[15.02, -10.22, -12.07], [15.98, -9.77, -11.83], [23.38, -13.64, -18.70], [8.51, -8.92, -17.15], [10.56, -8.73, -18.97], [11.17, -3.70, -13.55], [18.56, -7.30, -17.27], [10.86, -5.01, -12.30], [22.08, -15.28, -17.56], [12.70, -14.65, -17.94], [15.53, -7.98, -11.64], [22.02, -12.88, -17.84], [13.40, -16.97, -17.43], [9.72, -8.78, -19.67], [19.73, -14.54, -17.16], [17.21, -7.35, -11.24], [22.31, -13.70, -18.49], [16.45, -10.19, -10.93], [20.23, -15.45, -17.50], [20.30, -10.44, -12.19], [11.46, -8.28, -19.39], [18.76, -7.98, -15.69], [10.90, -2.33, -12.97], [21.30, -10.86, -12.23], [13.53, -13.44, -15.89], [8.69, -9.97, -17.35], [12.90, -16.69, -19.17], [21.48, -9.23, -10.03], [10.99, -8.55, -16.15], [13.82, -14.29, -16.51], [17.54, -9.52, -17.33], [11.38, -4.70, -11.39], [21.43, -11.85, -9.51], [17.60, -7.83, -10.34], [17.08, -6.31, -10.97], [21.37, -11.94, -12.39], [13.30, -3.44, -14.68], [13.15, -13.76, -19.06], [14.41, -16.12, -18.58], [7.83, -8.44, -17.85], [20.07, -16.07, -16.62], [15.25, -9.02, -17.68], [14.67, -7.82, -10.39], [13.19, -4.97, -13.92], [9.80, -5.07, -12.05], [16.61, -9.91, -12.70], [15.98, -8.57, -17.00], [21.96, -12.78, -9.72], [8.06, -8.85, -16.16], [21.70, -13.73, -19.39], [10.07, -8.04, -17.26], [22.33, -14.85, -16.09], [18.76, -8.24, -16.75], [13.43, -3.52, -12.84], [15.62, -8.71, -15.98], [19.78, -8.55, -17.01], [13.37, -16.28, -18.28], [12.98, -3.91, -13.75], [21.81, -10.23, -12.96], [17.62, -10.67, -16.34], [19.74, -15.92, -18.36], [20.36, -11.88, -9.74], [21.70, -11.62, -8.48], [13.84, -15.09, -15.76], [22.08, -10.52, -10.60], [10.81, -9.78, -18.86], [11.08, -5.99, -12.72], [17.98, -7.42, -12.02], [16.11, -7.50, -17.14], [14.76, -14.12, -17.03]]
}

---

{
  "formula": "C14H43N5O19S2",
  "method": "ωB97M-V/def2-TZVPD",
  "multiplicity": 2,
  "charge": 1,
  "fmax_ev_per_a": 4.01,
  "e_lumo_ev": [-3.17, -9.18],
  "species": ["H", "C", "H", "H", "H", "C", "O", "H", "H", "O", "H", "O", "C", "H", "O", "O", "O", "H", "H", "C", "S", "H", "N", "C", "C", "H", "H", "H", "O", "H", "O", "H", "H", "H", "O", "C", "H", "H", "H", "H", "N", "H", "O", "N", "O", "H", "H", "O", "H", "H", "O", "N", "H", "O", "C", "C", "H", "S", "C", "H", "H", "H", "H", "H", "O", "H", "C", "C", "H", "N", "C", "H", "O", "O", "H", "O", "H", "C", "H", "O", "H", "H", "H"],
  "positions_angstrom": [[0.95, 5.18, -6.39], [-0.05, 2.35, 4.88], [-3.04, -1.65, 2.72], [3.56, 0.08, 0.22], [2.40, -3.17, -4.42], [2.79, -3.52, 4.42], [-4.69, -1.29, -1.25], [1.58, -1.73, 0.11], [-1.36, 1.32, -2.44], [-1.04, -2.03, 0.07], [-3.93, -3.26, 2.62], [2.08, -2.54, 5.21], [-3.44, 1.65, 1.77], [-3.95, 0.69, 1.79], [-1.81, 0.25, 5.18], [0.13, -1.91, -4.04], [1.40, -1.39, -2.40], [-3.08, -2.75, 1.29], [-3.25, 1.65, 3.86], [-2.65, 1.91, 2.99], [-0.73, 0.65, 4.32], [1.33, -0.07, 0.99], [4.01, -0.12, 3.51], [-3.79, -0.25, -1.26], [1.05, -1.11, 0.83], [-2.18, -2.46, -2.54], [5.45, 1.03, 4.49], [-5.14, -1.26, 2.40], [-3.68, -2.07, -4.29], [-2.71, -4.06, -2.13], [-4.80, -1.65, 1.59], [-4.14, 0.63, -0.71], [1.00, -4.16, -3.80], [3.30, -4.23, 5.07], [-1.49, 3.74, -4.31], [4.13, 0.75, -0.42], [4.45, 0.22, -1.31], [-3.45, 0.05, -2.26], [2.06, -4.08, 3.83], [0.45, 2.81, 4.03], [-3.37, -3.28, -4.06], [-4.75, -1.64, -0.36], [0.35, -0.27, 3.97], [1.07, -2.17, -3.32], [4.92, -0.75, 2.99], [2.41, -3.71, -2.72], [-2.38, 2.96, 3.05], [-0.80, 0.13, 0.09], [-1.44, -3.87, -3.40], [2.20, 5.86, -5.35], [2.93, 0.06, 3.02], [-0.37, -1.04, 0.30], [3.74, 1.59, 4.74], [-1.46, 1.17, 2.90], [-3.65, -2.33, 2.12], [4.42, 0.74, 4.70], [2.55, 3.60, -4.26], [-0.29, 3.18, -3.72], [1.40, 5.13, -5.40], [-2.84, -0.58, -0.84], [5.02, 1.09, 0.11], [0.25, 0.76, -3.11], [-4.11, 2.50, 1.61], [-1.16, 0.93, -4.14], [0.37, 3.93, -2.66], [0.71, 2.02, 5.59], [1.88, 3.71, -5.10], [1.78, -3.45, -3.56], [0.63, 5.39, -4.66], [3.22, 1.85, -0.89], [-2.35, -3.45, -2.96], [-0.82, 2.90, 5.42], [2.39, 2.31, -0.12], [-3.79, -4.25, -4.71], [-2.75, 1.66, 0.92], [0.81, 2.85, -4.97], [4.47, 0.21, 5.65], [-0.66, 1.34, -3.27], [1.61, -1.88, 4.70], [3.31, 2.04, -2.09], [2.43, 3.28, -5.94], [3.47, -3.11, 3.68], [0.95, -1.59, 1.81]]
}

---

{
  "formula": "C14H44AsF6N2O8",
  "method": "ωB97M-V/def2-TZVPD",
  "multiplicity": 1,
  "charge": -1,
  "fmax_ev_per_a": 4.54,
  "e_lumo_ev": 2.21,
  "species": ["C", "H", "C", "F", "C", "C", "O", "H", "F", "O", "H", "H", "H", "H", "O", "H", "As", "H", "C", "H", "H", "H", "H", "F", "C", "C", "O", "H", "H", "C", "H", "H", "H", "O", "C", "C", "H", "F", "H", "H", "H", "H", "F", "H", "H", "H", "H", "H", "H", "H", "H", "H", "H", "H", "H", "O", "O", "H", "N", "H", "O", "N", "C", "H", "H", "H", "C", "H", "H", "H", "F", "C", "H", "C", "H"],
  "positions_angstrom": [[4.76, -3.40, 0.45], [4.95, 4.51, 3.71], [2.18, 4.15, 3.60], [-1.08, -1.15, 0.66], [-6.51, -1.49, -0.38], [-0.55, -3.00, -5.68], [3.99, 5.51, -2.87], [4.21, -3.24, -0.47], [-0.73, 0.21, -1.48], [3.90, -3.57, 1.57], [-4.39, 0.17, 4.40], [-0.90, -6.08, 0.82], [-5.51, -1.64, 0.01], [-7.22, -1.27, 0.41], [-3.58, -1.53, 3.84], [-2.89, -0.16, 5.24], [0.26, -0.23, -0.03], [5.47, -2.58, 0.49], [-0.48, -6.63, -0.02], [-1.23, -7.69, -1.54], [-4.55, 2.46, -1.22], [5.79, 4.70, -0.02], [1.96, 3.29, 2.96], [1.21, -0.54, 1.48], [-6.41, -4.04, -0.33], [-3.37, -0.20, 4.26], [-0.51, -3.62, -6.76], [-0.15, -5.87, -0.72], [6.84, 5.67, -2.95], [-6.72, -2.78, -1.10], [-6.86, -4.94, -0.74], [-0.32, -2.95, -3.61], [6.98, 3.99, -2.61], [-8.09, -2.98, -1.21], [5.32, 5.37, -0.74], [3.19, 3.64, 4.66], [-0.26, -4.49, -4.54], [-0.35, 1.37, 0.68], [-2.90, 2.28, 0.62], [4.50, 3.82, -1.87], [5.97, 6.22, -0.91], [3.13, -3.00, 1.54], [0.89, -1.72, -0.89], [5.22, 3.15, 4.84], [3.49, 5.99, -2.20], [-6.89, -0.72, -1.05], [3.21, 4.36, 5.48], [2.49, 4.94, 2.91], [6.01, 4.40, -3.92], [-1.08, -1.35, -6.49], [-4.76, 4.01, -0.57], [-6.81, -4.13, 0.69], [-0.72, -1.22, -4.74], [2.96, 1.65, 4.34], [0.44, -7.17, 0.23], [2.89, 2.30, 5.03], [-3.76, 2.68, 0.68], [4.42, 5.85, -0.34], [-0.85, -1.75, -5.59], [-3.34, -1.50, 2.91], [-1.34, -7.59, -0.59], [-0.44, -3.50, -4.44], [-4.05, 3.18, -0.57], [-3.14, 3.68, -0.89], [-8.20, -3.86, -1.57], [1.25, 4.37, 4.11], [6.26, 4.75, -2.91], [-2.79, 0.34, 3.52], [-5.35, -4.27, -0.35], [4.54, 2.91, 3.22], [1.67, 0.63, -0.67], [4.56, 3.57, 4.08], [-6.21, -2.75, -2.06], [4.95, 4.79, -2.09], [5.39, -4.28, 0.29]]
}

---

Copy entry 1 word for word.
{
  "formula": "C14H42O7S7",
  "method": "ωB97M-V/def2-TZVPD",
  "multiplicity": 1,
  "fmax_ev_per_a": 3.28,
  "e_lumo_ev": 0.22,
  "relative_energy_kcal_mol": 60.9,
  "species": ["H", "C", "H", "C", "C", "S", "H", "C", "S", "S", "S", "H", "H", "H", "H", "C", "C", "H", "C", "H", "H", "H", "O", "C", "H", "H", "H", "O", "O", "C", "S", "H", "C", "H", "H", "H", "H", "O", "H", "H", "H", "H", "O", "H", "H", "H", "C", "H", "H", "H", "S", "O", "C", "H", "H", "H", "C", "C", "H", "O", "H", "H", "H", "H", "S", "H", "H", "H", "H", "H"],
  "positions_angstrom": [[15.02, -10.22, -12.07], [15.98, -9.77, -11.83], [23.38, -13.64, -18.70], [8.51, -8.92, -17.15], [10.56, -8.73, -18.97], [11.17, -3.70, -13.55], [18.56, -7.30, -17.27], [10.86, -5.01, -12.30], [22.08, -15.28, -17.56], [12.70, -14.65, -17.94], [15.53, -7.98, -11.64], [22.02, -12.88, -17.84], [13.40, -16.97, -17.43], [9.72, -8.78, -19.67], [19.73, -14.54, -17.16], [17.21, -7.35, -11.24], [22.31, -13.70, -18.49], [16.45, -10.19, -10.93], [20.23, -15.45, -17.50], [20.30, -10.44, -12.19], [11.46, -8.28, -19.39], [18.76, -7.98, -15.69], [10.90, -2.33, -12.97], [21.30, -10.86, -12.23], [13.53, -13.44, -15.89], [8.69, -9.97, -17.35], [12.90, -16.69, -19.17], [21.48, -9.23, -10.03], [10.99, -8.55, -16.15], [13.82, -14.29, -16.51], [17.54, -9.52, -17.33], [11.38, -4.70, -11.39], [21.43, -11.85, -9.51], [17.60, -7.83, -10.34], [17.08, -6.31, -10.97], [21.37, -11.94, -12.39], [13.30, -3.44, -14.68], [13.15, -13.76, -19.06], [14.41, -16.12, -18.58], [7.83, -8.44, -17.85], [20.07, -16.07, -16.62], [15.25, -9.02, -17.68], [14.67, -7.82, -10.39], [13.19, -4.97, -13.92], [9.80, -5.07, -12.05], [16.61, -9.91, -12.70], [15.98, -8.57, -17.00], [21.96, -12.78, -9.72], [8.06, -8.85, -16.16], [21.70, -13.73, -19.39], [10.07, -8.04, -17.26], [22.33, -14.85, -16.09], [18.76, -8.24, -16.75], [13.43, -3.52, -12.84], [15.62, -8.71, -15.98], [19.78, -8.55, -17.01], [13.37, -16.28, -18.28], [12.98, -3.91, -13.75], [21.81, -10.23, -12.96], [17.62, -10.67, -16.34], [19.74, -15.92, -18.36], [20.36, -11.88, -9.74], [21.70, -11.62, -8.48], [13.84, -15.09, -15.76], [22.08, -10.52, -10.60], [10.81, -9.78, -18.86], [11.08, -5.99, -12.72], [17.98, -7.42, -12.02], [16.11, -7.50, -17.14], [14.76, -14.12, -17.03]]
}